1.
{
  "formula": "C4H18F12Li2N2O17S4",
  "method": "the ωB97M-V functional and the def2-TZVPD basis",
  "symbols": ["Li", "Li", "C", "F", "F", "F", "S", "O", "O", "N", "S", "O", "O", "C", "F", "F", "F", "C", "F", "F", "F", "S", "O", "O", "N", "S", "O", "O", "C", "F", "F", "F", "O", "H", "H", "O", "H", "H", "O", "H", "H", "O", "H", "H", "O", "H", "H", "O", "H", "H", "O", "H", "H", "O", "H", "H", "O", "H", "H"],
  "xyz": [[-3.9766, 2.4086, -1.2678], [-1.0197, -0.4667, 0.3072], [1.9565, -0.7358, 0.2807], [1.9574, -0.6198, 1.6112], [3.1386, -1.1903, -0.0631], [0.9675, -1.5766, -0.0048], [1.6027, 0.9447, -0.5168], [2.4267, 1.9737, 0.0624], [1.7530, 0.7341, -1.9320], [-0.0738, 1.1181, -0.1097], [-0.4968, 2.5597, -0.5708], [0.3699, 3.2698, -1.4925], [-1.8858, 2.4887, -0.9907], [-0.5835, 3.4438, 1.1319], [-0.3669, 4.7404, 0.9381], [-1.7958, 3.2923, 1.6650], [0.3395, 2.9953, 1.9643], [-1.4937, -4.0822, 1.5477], [-1.0695, -3.3565, 2.5673], [-0.5296, -4.1419, 0.6385], [-1.8280, -5.2937, 1.8908], [-2.9705, -3.1585, 0.7785], [-3.8051, -4.1840, 0.1867], [-3.6982, -2.4634, 1.8191], [-2.2172, -1.9635, -0.2513], [-2.5786, -2.6059, -1.7149], [-2.2085, -4.0023, -1.8809], [-3.8693, -2.1827, -2.1784], [-1.2929, -1.6123, -2.7994], [-0.0690, -2.0523, -2.5620], [-1.6798, -1.7404, -4.0455], [-1.3155, -0.3260, -2.4746], [0.4638, 1.4149, 4.2481], [0.9211, 0.5819, 4.0930], [0.3656, 1.8087, 3.3739], [5.2458, -3.4621, 1.4027], [4.4062, -3.2209, 0.9977], [5.6219, -4.1189, 0.8082], [-4.1480, 0.5514, -0.5586], [-3.7099, -0.2941, -0.3285], [-5.0094, 0.2822, -0.9080], [-1.5887, 4.3340, 5.0458], [-1.8987, 4.3509, 4.1351], [-1.7238, 5.2326, 5.3646], [2.1333, 3.6172, -3.9128], [2.0100, 3.4999, -2.9621], [2.9102, 4.1814, -3.9895], [1.4304, 0.8058, -4.7024], [1.2570, 0.5529, -3.7893], [2.3707, 1.0033, -4.7171], [-2.0628, -0.2592, 2.0692], [-2.6723, -1.0218, 2.0963], [-2.5275, 0.4368, 2.5450], [5.4745, 3.6794, 0.3981], [5.6134, 2.8339, 0.8361], [4.8599, 3.4829, -0.3167], [2.0373, -4.4573, -1.0443], [1.6384, -3.6023, -1.2354], [2.8942, -4.4281, -1.4828]],
  "nbo_charge": [0.98, 0.86, 0.77, -0.31, -0.28, -0.31, 2.16, -0.89, -0.93, -1.27, 2.22, -0.88, -1.04, 0.75, -0.30, -0.32, -0.30, 0.78, -0.30, -0.30, -0.27, 2.11, -0.86, -0.95, -1.28, 2.15, -0.89, -0.93, 0.77, -0.31, -0.29, -0.33, -0.93, 0.47, 0.46, -0.93, 0.47, 0.47, -1.03, 0.54, 0.49, -0.93, 0.46, 0.47, -0.94, 0.48, 0.46, -0.95, 0.47, 0.47, -1.01, 0.51, 0.50, -0.94, 0.47, 0.47, -0.93, 0.47, 0.47],
  "homo_ha": -0.3839,
  "relative_energy_kcal_mol": 20.2,
  "lumo_ev": -1.81,
  "total_charge": 0,
  "energy_ha": -4358.05476,
  "max_force_ev_per_a": 3.42,
  "orbital_gap_ev": 8.64
}



2.
{
  "formula": "C2H2O2Y",
  "method": "the ωB97M-V functional and the def2-TZVPD basis",
  "symbols": ["C", "C", "O", "Y", "H", "O", "H"],
  "xyz": [[0.3750, 0.7982, -0.5977], [0.8159, -0.4912, -0.6889], [0.1192, -1.5418, 0.3172], [-1.3908, -0.7517, 1.5581], [1.5976, -0.8686, -1.3496], [-0.6503, 0.9636, 0.3096], [-0.8666, 1.8915, 0.4513]],
  "mulliken_spin": [0.96, -0.08, 0.08, 0.01, 0.00, 0.04, -0.01],
  "homo_ha": [-0.6824, -0.6688],
  "relative_energy_kcal_mol": 23.1,
  "lumo_ev": [-11.31, -11.31],
  "total_charge": 2,
  "energy_ha": -265.37230,
  "multiplicity": 2,
  "max_force_ev_per_a": 4.51,
  "orbital_gap_ev": [7.26, 6.89]
}



3.
{
  "formula": "C9H13N3",
  "method": "the ωB97M-V functional and the def2-TZVPD basis",
  "symbols": ["C", "C", "C", "C", "C", "C", "C", "C", "C", "N", "N", "N", "H", "H", "H", "H", "H", "H", "H", "H", "H", "H", "H", "H", "H"],
  "xyz": [[0.9070, -0.5750, -1.5870], [-1.7066, 1.6458, -0.7063], [-0.7648, -1.6011, 0.6201], [-2.1082, -1.0926, 0.1236], [0.2120, -0.4246, 0.7036], [-1.9539, -0.6709, -1.2410], [0.4234, 0.3904, -0.5901], [2.2770, 1.6143, 0.5235], [1.1591, 1.6618, -0.4751], [1.3582, -1.2836, -2.3577], [-1.9789, 2.6209, -0.1606], [-1.1383, 0.5764, -1.2738], [-0.7972, -2.1274, 1.5700], [-0.3990, -2.3917, -0.0489], [-2.9772, -1.8492, 0.1111], [-2.3344, -0.1537, 0.6525], [0.0106, 0.3371, 1.4169], [1.2078, -0.8410, 0.8902], [-1.4291, -1.3280, -1.8748], [-2.9505, -0.1961, -1.6751], [3.1347, 2.2898, 0.1744], [2.7060, 0.6071, 0.6746], [1.9564, 1.8721, 1.5802], [1.5071, 1.9288, -1.4663], [0.4337, 2.5174, -0.1852]],
  "nbo_charge": [0.27, 0.41, -0.41, -0.44, -0.42, -0.20, 0.10, -0.61, -0.47, -0.30, -0.40, -0.48, 0.23, 0.22, 0.23, 0.22, 0.22, 0.23, 0.22, 0.22, 0.23, 0.21, 0.22, 0.24, 0.26],
  "homo_ha": -0.3557,
  "relative_energy_kcal_mol": 31.1,
  "lumo_ev": 0.74,
  "total_charge": 0,
  "energy_ha": -514.92647,
  "max_force_ev_per_a": 5.09,
  "orbital_gap_ev": 10.42,
  "smiles": "CC[C@@]1(C#N)CCCCN1C#N"
}



4.
{
  "formula": "C22H27LiN6O7S2",
  "method": "the ωB97M-V functional and the def2-TZVPD basis",
  "symbols": ["Li", "C", "N", "C", "C", "O", "C", "O", "C", "C", "O", "N", "C", "C", "H", "H", "H", "H", "H", "H", "H", "H", "H", "H", "H", "H", "H", "H", "H", "H", "N", "C", "N", "C", "C", "S", "C", "C", "S", "C", "N", "N", "H", "H", "H", "H", "H", "H", "O", "C", "O", "C", "C", "C", "C", "O", "C", "O", "C", "C", "H", "H", "H", "H", "H"],
  "xyz": [[10.2557, 12.3536, 11.2320], [10.3903, 15.9012, 11.5829], [9.1347, 15.5132, 12.1365], [7.9972, 16.1495, 11.5062], [9.1087, 14.2591, 12.6752], [10.1738, 13.6713, 12.8261], [7.7937, 13.7835, 13.2476], [7.9687, 12.5027, 13.8200], [7.2326, 11.4626, 13.0862], [8.0549, 10.4462, 12.2721], [9.2900, 10.4963, 12.1467], [7.2572, 9.4275, 11.7674], [5.8422, 9.1039, 11.9928], [7.9282, 8.4100, 10.9577], [10.7611, 15.2192, 10.7699], [11.2338, 15.9866, 12.2774], [10.3292, 16.9643, 11.1763], [8.2036, 17.1409, 11.5631], [7.0864, 15.8623, 12.0437], [7.7882, 15.8306, 10.4617], [7.0413, 13.7406, 12.4465], [7.3719, 14.4575, 14.0102], [6.5247, 11.8756, 12.3255], [6.6523, 10.7951, 13.7557], [5.3221, 9.1074, 11.0709], [5.3931, 9.8042, 12.6865], [5.8742, 8.0485, 12.3403], [8.8944, 8.7794, 10.6732], [7.1916, 8.2205, 10.1816], [8.1348, 7.4379, 11.4839], [11.9501, 10.4394, 13.7348], [12.6867, 11.0016, 12.7598], [12.2101, 11.5452, 11.6900], [13.2247, 12.1374, 10.9221], [14.4778, 12.0002, 11.4079], [14.4397, 11.2268, 12.9818], [12.7617, 12.8843, 9.7494], [13.4513, 13.3537, 8.6609], [12.3737, 14.1258, 7.5281], [11.0608, 13.8367, 8.6125], [11.3885, 13.1559, 9.6694], [9.8049, 14.3988, 8.3408], [10.9274, 10.3654, 13.6237], [12.4706, 9.7824, 14.2809], [15.3779, 12.5215, 11.0294], [14.5774, 13.3254, 8.5188], [9.6242, 14.6860, 7.4018], [9.0447, 13.9047, 8.8125], [6.2295, 12.5267, 10.1959], [7.4160, 12.2729, 9.9408], [8.4273, 12.8846, 10.4161], [7.6411, 11.1642, 8.9513], [8.9273, 10.8399, 8.5837], [9.1441, 9.7349, 7.7300], [8.0368, 9.1496, 7.2131], [8.0243, 8.1529, 6.2953], [6.6544, 7.8938, 5.9978], [5.8601, 8.7557, 6.7733], [6.7633, 9.5416, 7.4863], [6.5366, 10.5248, 8.3905], [9.7744, 11.3423, 9.0779], [10.1565, 9.4278, 7.4368], [6.3881, 6.9123, 6.3443], [6.4097, 8.1058, 4.9126], [5.5463, 10.9047, 8.6565]],
  "nbo_charge": [0.85, -0.42, -0.44, -0.39, 0.71, -0.67, -0.18, -0.51, -0.19, 0.70, -0.70, -0.43, -0.40, -0.42, 0.21, 0.22, 0.19, 0.20, 0.21, 0.20, 0.23, 0.20, 0.25, 0.19, 0.21, 0.22, 0.20, 0.25, 0.20, 0.19, -0.80, 0.31, -0.56, 0.11, -0.43, 0.32, 0.11, -0.43, 0.38, 0.27, -0.58, -0.82, 0.45, 0.39, 0.25, 0.25, 0.39, 0.44, -0.73, 0.77, -0.87, -0.18, -0.19, -0.26, 0.22, -0.48, 0.23, -0.50, 0.27, -0.25, 0.23, 0.23, 0.16, 0.16, 0.26],
  "homo_ha": -0.2894,
  "lumo_ev": 0.50,
  "total_charge": 0,
  "energy_ha": -2513.77423,
  "max_force_ev_per_a": 3.59,
  "orbital_gap_ev": 8.37
}



5.
{
  "formula": "C6H13N",
  "method": "the ωB97M-V functional and the def2-TZVPD basis",
  "symbols": ["C", "N", "C", "C", "C", "C", "C", "H", "H", "H", "H", "H", "H", "H", "H", "H", "H", "H", "H", "H"],
  "xyz": [[0.4954, -0.9712, -0.2035], [0.0379, 0.2086, 0.5156], [-1.4624, 0.1734, 0.9355], [-1.7407, -1.2279, 1.6324], [0.2096, 1.3988, -0.3650], [1.1712, 1.0468, -1.3948], [1.5981, -0.4302, -1.2329], [-0.3113, -1.5897, -0.7585], [0.9498, -1.5937, 0.5350], [-1.4826, 0.9458, 1.6242], [-2.2016, 0.3137, 0.1301], [-2.6490, -1.0468, 2.2988], [-1.9466, -2.2457, 1.1249], [-0.8950, -1.4036, 2.4642], [-0.8350, 1.4581, -0.7463], [0.3314, 2.3665, 0.1681], [0.7443, 1.2526, -2.3432], [2.0961, 1.5354, -1.2750], [1.6411, -0.9007, -2.1510], [2.6663, -0.4900, -0.9103]],
  "nbo_charge": [-0.31, 0.07, -0.25, -0.69, -0.26, -0.45, -0.39, 0.28, 0.27, 0.23, 0.25, 0.26, 0.26, 0.23, 0.26, 0.28, 0.24, 0.24, 0.24, 0.24],
  "homo_ha": [-0.5834, -0.5812],
  "relative_energy_kcal_mol": 51.3,
  "lumo_ev": [-2.73, -7.62],
  "total_charge": 1,
  "energy_ha": -290.79703,
  "multiplicity": 2,
  "max_force_ev_per_a": 5.18,
  "orbital_gap_ev": [13.14, 8.19]
}